1:
This record from the Open Molecules 2025 dataset describes a 2-piece molecular cluster, C2H5NO3 overall. The level of theory is ωB97M-V with the def2-TZVPD basis set.

Structure (ORCA input):
```
! RIJCOSX wB97M-V def2-TZVPD def2/J DEFGRID3
* xyz 0 1
H 0.86 -1.39 -2.20
H 1.33 0.72 0.89
C -0.17 0.55 2.14
O 1.13 0.81 1.86
O -0.76 1.15 3.03
O -1.29 0.58 -0.99
C -0.80 -0.47 -1.40
H 1.15 0.24 -1.58
H -1.41 -1.37 -1.61
H -0.59 -0.18 1.43
N 0.55 -0.64 -1.56
*
```

Properties
structure (SMILES)	NC=O.O=CO
HOMO level	-10.5	eV

Atomic partial charges in e from the natural (NBO) method, atoms 1 to 6: atom 1 (H): 0.4011, atom 2 (H): 0.4885, atom 3 (C): 0.6455, atom 4 (O): -0.6974, atom 5 (O): -0.5456, atom 6 (O): -0.5949

2:
This record from the Open Molecules 2025 dataset describes C2H5NO3 as an isolated structure. The level of theory is ωB97M-V with the def2-TZVPD basis set.

Structure (ORCA input):
```
! RIJCOSX wB97M-V def2-TZVPD def2/J DEFGRID3
* xyz 0 1
O -0.80 1.51 0.36
C 1.07 -0.05 0.51
O 1.72 0.65 1.24
H 0.43 0.62 -1.43
C -0.19 0.39 -0.15
H -1.39 -1.08 0.47
H 0.86 -1.60 -0.66
O 1.44 -1.23 0.16
H -2.02 -0.64 -0.80
N -1.05 -0.77 -0.40
H -0.08 2.19 0.69
*
```

Properties
HOMO level	-10.3	eV

Atomic partial charges in e from the natural (NBO) method, atoms 1 to 6: atom 1 (O): -0.7065, atom 2 (C): 0.7204, atom 3 (O): -0.5885, atom 4 (H): 0.1016, atom 5 (C): 0.2148, atom 6 (H): 0.3629

What should be chosen as the most stable of them? Choose 1.

1:
This record from the Open Molecules 2025 dataset describes an isolated ion of composition C5H9ClN3 and charge +1. The level of theory is ωB97M-V with the def2-TZVPD basis set.

Structure (ORCA input):
```
! RIJCOSX wB97M-V def2-TZVPD def2/J DEFGRID3
* xyz 1 1
Cl 2.93 1.12 -0.15
H -1.63 2.66 -0.73
C 1.83 -0.05 0.66
N 0.51 0.61 0.65
H -3.01 1.65 -0.54
H 0.41 -1.51 -1.76
H 1.00 -3.26 -0.15
N -1.53 0.41 -0.58
C -0.29 0.10 -0.30
C 0.70 -2.22 0.18
H 0.37 -2.11 1.11
H 0.52 1.41 1.24
C -1.99 1.77 -0.19
H -1.97 1.89 0.86
H -2.26 -0.08 -1.01
H 2.28 -0.04 1.72
N 1.72 -1.24 -0.19
C 0.41 -1.11 -0.83
*
```

Properties
structure (SMILES)	C/[NH+]=C1\N[C@H](Cl)N2C[C@@H]12
HOMO level	-14.3	eV

Atomic partial charges in e from the natural (NBO) method, atoms 1 to 6: atom 1 (Cl): -0.0215, atom 2 (H): 0.2450, atom 3 (C): 0.0974, atom 4 (N): -0.5578, atom 5 (H): 0.2293, atom 6 (H): 0.2640

2:
This record from the Open Molecules 2025 dataset describes a 2-piece molecular cluster, C5H9ClN3 overall. The level of theory is ωB97M-V with the def2-TZVPD basis set.

Structure (ORCA input):
```
! RIJCOSX wB97M-V def2-TZVPD def2/J DEFGRID3
* xyz 1 1
H 2.26 2.05 0.62
H -0.07 -2.54 -1.74
H -0.86 -2.16 0.09
N -0.36 -1.56 -1.96
C 0.93 0.52 -2.02
H 0.72 0.80 -3.10
N 1.24 0.22 0.87
H -0.67 -1.42 -2.97
C 0.37 -0.54 -1.45
H -0.51 -1.89 1.75
C 0.50 -0.70 0.34
H -4.04 0.86 2.29
C 1.71 1.46 -1.25
H 1.44 0.27 1.96
N -0.35 -1.58 0.80
Cl -2.88 1.41 1.96
H 2.18 2.32 -1.62
C 1.79 1.25 0.10
*
```

Properties
HOMO level	-12.2	eV

Atomic partial charges in e from the natural (NBO) method, atoms 1 to 6: atom 1 (H): 0.2332, atom 2 (H): 0.4054, atom 3 (H): 0.4419, atom 4 (N): -0.8550, atom 5 (C): -0.2839, atom 6 (H): 0.2544

What should be chosen as the most stable of them? Choose 2.

1:
This record from the Open Molecules 2025 dataset describes a 2-piece molecular cluster, C4H6FNO overall. The level of theory is ωB97M-V with the def2-TZVPD basis set.

Structure (ORCA input):
```
! RIJCOSX wB97M-V def2-TZVPD def2/J DEFGRID3
* xyz 0 1
C -1.40 -0.14 -0.13
N 1.25 -0.07 -0.35
O 1.36 -0.20 2.06
H -2.59 -1.96 0.24
C -1.97 -1.15 0.56
H 0.81 1.80 -1.14
H -0.75 0.65 0.34
C 1.68 0.15 0.95
H 1.30 0.49 -2.25
H 2.67 0.72 0.77
F -1.75 0.07 -1.41
C 1.12 0.76 -1.25
H -1.73 -1.13 1.60
*
```

Properties
structure (SMILES)	C=NC=O.C=CF
HOMO level	-9.7	eV

Atomic partial charges in e from the natural (NBO) method, atoms 1 to 6: atom 1 (C): 0.2278, atom 2 (N): -0.4442, atom 3 (O): -0.5312, atom 4 (H): 0.2179, atom 5 (C): -0.4884, atom 6 (H): 0.1478

2:
This record from the Open Molecules 2025 dataset describes an isolated molecule of C4H6FNO. The level of theory is ωB97M-V with the def2-TZVPD basis set.

Structure (ORCA input):
```
! RIJCOSX wB97M-V def2-TZVPD def2/J DEFGRID3
* xyz 0 1
H 0.37 -0.08 -2.39
H 1.13 1.64 2.26
N 1.01 1.25 1.31
C -1.16 -1.21 -0.43
H -1.30 -1.61 -1.45
C -0.15 -0.13 -0.33
F 1.49 1.30 -1.31
O -0.63 -0.19 1.95
H -0.89 -2.07 0.19
H 1.69 1.37 0.54
C 0.04 0.31 1.08
H -2.13 -0.90 -0.03
C 0.53 0.32 -1.38
*
```

Properties
structure (SMILES)	C/C(=C/F)C(N)=O
HOMO level	-10.0	eV

Atomic partial charges in e from the natural (NBO) method, atoms 1 to 6: atom 1 (H): 0.1826, atom 2 (H): 0.4119, atom 3 (N): -0.8329, atom 4 (C): -0.6225, atom 5 (H): 0.2099, atom 6 (C): -0.1861

What should be chosen as the most stable of them? Choose 2.

1:
This record from the Open Molecules 2025 dataset describes an isolated molecule of C4H6FNO. The level of theory is ωB97M-V with the def2-TZVPD basis set.

Structure (ORCA input):
```
! RIJCOSX wB97M-V def2-TZVPD def2/J DEFGRID3
* xyz 0 1
H -1.65 1.86 -0.15
F 0.67 1.47 0.64
H -0.70 0.81 -1.50
O -1.73 -1.16 0.53
H -2.26 0.66 -1.34
C -1.43 0.86 -0.74
C 1.34 -0.83 0.26
H 0.21 -0.18 2.01
H 1.62 -1.73 0.92
C 0.39 0.09 0.89
C -1.13 -0.17 0.28
N 1.94 -0.54 -0.79
H 2.72 -1.13 -1.01
*
```

Properties
structure (SMILES)	[H]/N=C/[C@@H](F)C(C)=O
HOMO level	-9.7	eV

Atomic partial charges in e from the natural (NBO) method, atoms 1 to 6: atom 1 (H): 0.2518, atom 2 (F): -0.3536, atom 3 (H): 0.2571, atom 4 (O): -0.5152, atom 5 (H): 0.2299, atom 6 (C): -0.7363

2:
This record from the Open Molecules 2025 dataset describes a 2-piece molecular cluster, C4H6FNO overall. The level of theory is ωB97M-V with the def2-TZVPD basis set.

Structure (ORCA input):
```
! RIJCOSX wB97M-V def2-TZVPD def2/J DEFGRID3
* xyz 0 1
N -0.61 0.56 0.15
H -2.04 -1.46 -0.29
H 3.53 1.30 -0.94
H -2.39 1.47 0.62
H 4.36 -0.33 -0.75
H -3.54 -0.51 -0.38
C 2.37 -0.17 -0.10
H -2.93 -1.07 1.18
F 1.93 -1.30 0.38
C -1.85 0.57 0.34
C -2.63 -0.69 0.20
O 0.34 1.36 0.19
C 3.47 0.28 -0.61
*
```

Properties
HOMO level (spin up / spin down)	-8.7 / -9.6	eV

Atomic partial charges in e from the natural (NBO) method, atoms 1 to 6: atom 1 (N): 0.0623, atom 2 (H): 0.2288, atom 3 (H): 0.2370, atom 4 (H): 0.1833, atom 5 (H): 0.2157, atom 6 (H): 0.2188

What should be chosen as the most stable of them? Choose 1.

1:
This record from the Open Molecules 2025 dataset describes an isolated ion of composition C5H5O2S and charge -1. The level of theory is ωB97M-V with the def2-TZVPD basis set.

Structure (ORCA input):
```
! RIJCOSX wB97M-V def2-TZVPD def2/J DEFGRID3
* xyz -1 1
H -0.81 -1.92 -1.50
C 0.69 0.86 0.83
C -0.32 -1.12 -0.92
C 1.53 -0.18 0.44
H 1.77 -1.99 -0.68
H 0.86 1.52 1.73
O -1.73 1.43 1.54
C 1.01 -1.19 -0.43
O -0.93 2.79 -0.75
S -0.94 1.12 0.35
H 2.48 -0.44 0.78
C -1.34 -0.28 -0.60
H -2.28 -0.59 -0.79
*
```

Properties
structure (SMILES)	O=[S@]1([O-])=CC=CC=C1
HOMO level	-3.2	eV

Atomic partial charges in e from the natural (NBO) method, atoms 1 to 6: atom 1 (H): 0.1950, atom 2 (C): -0.6159, atom 3 (C): -0.1670, atom 4 (C): -0.1729, atom 5 (H): 0.1911, atom 6 (H): 0.2367

2:
This record from the Open Molecules 2025 dataset describes an isolated ion of composition C5H5O2S and charge -1. The level of theory is ωB97M-V with the def2-TZVPD basis set.

Structure (ORCA input):
```
! RIJCOSX wB97M-V def2-TZVPD def2/J DEFGRID3
* xyz -1 1
C 1.11 -0.86 0.04
C -0.32 -1.24 -0.24
O 1.03 1.05 -2.48
H -1.84 1.32 1.08
S 1.58 0.80 -1.04
C -1.09 0.84 0.40
H -2.42 -0.52 0.03
H -0.66 -2.41 0.08
H 0.50 2.11 1.08
C 0.09 1.46 0.31
C -1.40 -0.37 -0.01
H 2.13 -1.16 -0.61
O 1.30 -1.02 1.36
*
```

Properties
HOMO level	-3.2	eV

Atomic partial charges in e from the natural (NBO) method, atoms 1 to 6: atom 1 (C): 0.0180, atom 2 (C): -0.1521, atom 3 (O): -0.9668, atom 4 (H): 0.1928, atom 5 (S): 0.8796, atom 6 (C): -0.2980

3:
This record from the Open Molecules 2025 dataset describes an isolated ion of composition C5H5O2S and charge -1. The level of theory is ωB97M-V with the def2-TZVPD basis set.

Structure (ORCA input):
```
! RIJCOSX wB97M-V def2-TZVPD def2/J DEFGRID3
* xyz -1 1
S -2.50 -0.40 0.04
O 1.35 0.79 0.19
O -0.15 -2.39 -0.49
H 1.79 -1.98 -0.19
C -1.09 0.48 0.15
C 0.44 -0.24 0.35
C -0.70 1.81 -0.20
H 0.64 -1.97 1.43
C 0.67 1.96 -0.21
H 1.16 2.84 -0.59
H -0.90 -1.84 -0.28
C 0.76 -1.65 0.31
H -1.46 2.60 -0.49
*
```

Properties
structure (SMILES)	OCc1occc1[S-]
HOMO level (spin up / spin down)	-2.2 / -2.2	eV

Atomic partial charges in e from the natural (NBO) method, atoms 1 to 6: atom 1 (S): -0.4389, atom 2 (O): -0.4413, atom 3 (O): -0.7516, atom 4 (H): 0.1804, atom 5 (C): -0.2510, atom 6 (C): 0.1325

What should be chosen as the most stable of them? Choose 3.

1:
This record from the Open Molecules 2025 dataset describes a 2-piece molecular cluster, C3H7ClO3P overall. The level of theory is ωB97M-V with the def2-TZVPD basis set.

Structure (ORCA input):
```
! RIJCOSX wB97M-V def2-TZVPD def2/J DEFGRID3
* xyz -1 1
H -1.86 -0.58 2.11
C -1.16 -0.84 1.36
H 1.55 -1.18 -1.07
H 2.10 1.67 -0.16
C 1.92 1.04 -1.02
Cl -2.44 1.62 0.56
O 2.08 -0.61 0.72
H -0.28 -0.45 1.81
H 2.68 1.21 -1.82
H 0.92 1.26 -1.30
P -1.98 -0.20 -0.20
C 1.86 -0.37 -0.45
O -1.11 0.12 -1.38
O -3.32 -0.78 -0.43
H -0.97 -1.93 1.28
*
```

Properties
HOMO level	-5.2	eV

Atomic partial charges in e from the natural (NBO) method, atoms 1 to 6: atom 1 (H): 0.2299, atom 2 (C): -1.0225, atom 3 (H): 0.1176, atom 4 (H): 0.2153, atom 5 (C): -0.7453, atom 6 (Cl): -0.4535

2:
This record from the Open Molecules 2025 dataset describes a 2-piece molecular cluster, C3H7ClO3P overall. The level of theory is ωB97M-V with the def2-TZVPD basis set.

Structure (ORCA input):
```
! RIJCOSX wB97M-V def2-TZVPD def2/J DEFGRID3
* xyz -1 1
C 0.80 1.27 -1.79
C -1.42 -1.08 1.40
P 0.54 -1.16 1.20
H -1.89 -0.54 0.63
H 0.67 1.64 -2.78
H 1.86 1.43 -1.44
O 1.23 0.13 1.16
C -0.22 1.69 -0.80
H -1.64 -2.12 1.28
O -1.39 1.92 -1.05
H -1.38 -0.54 2.33
Cl 0.75 -2.05 -0.77
H 0.81 0.19 -1.60
O 1.03 -2.23 2.07
H 0.26 1.45 0.16
*
```

Properties
HOMO level	-5.6	eV

Atomic partial charges in e from the natural (NBO) method, atoms 1 to 6: atom 1 (C): -0.7654, atom 2 (C): -0.9624, atom 3 (P): 2.1412, atom 4 (H): 0.2224, atom 5 (H): 0.2042, atom 6 (H): 0.2261

What should be chosen as the most stable of them? Choose 1.

1:
This record from the Open Molecules 2025 dataset describes an isolated molecule of C17H23NO5. The level of theory is ωB97M-V with the def2-TZVPD basis set.

Structure (ORCA input):
```
! RIJCOSX wB97M-V def2-TZVPD def2/J DEFGRID3
* xyz 0 1
C 5.10 -1.73 0.94
C -2.89 1.49 -0.71
H -1.49 1.81 -2.26
H 0.69 -0.07 -1.45
H -5.30 -2.18 0.97
C 0.67 2.55 -1.02
C -0.59 1.72 0.94
C -6.57 -1.11 -0.31
H 5.56 -0.96 1.52
H 0.36 1.60 1.26
C 1.48 -0.42 -0.92
O 4.34 0.84 0.82
C -3.78 -0.59 0.63
O -4.17 -1.52 -0.50
C -5.28 -2.01 -0.07
H -7.65 -1.59 -0.30
H 4.12 -3.57 -0.10
C 2.97 -2.25 -0.38
H -5.37 -2.93 -0.71
C 1.89 -1.88 -1.04
H 1.15 -2.46 -1.50
H -6.63 -0.94 -1.41
O 2.83 2.84 0.28
H 0.84 2.35 -2.13
C -1.54 2.05 -1.25
H -1.81 3.32 -1.16
O 3.27 -3.71 -0.54
C -1.53 0.35 1.24
C 2.08 1.76 -0.40
H -2.07 -0.54 -0.60
C 3.52 0.08 0.38
O -4.34 -0.43 1.81
C 3.97 -1.22 0.15
H -1.09 2.64 1.52
H 5.78 -2.14 -0.07
H -3.72 1.35 -1.15
C -2.47 0.18 -0.03
C 2.36 0.51 -0.50
H 4.95 -2.54 1.66
H 0.70 3.63 -0.70
N -0.45 1.89 -0.50
H -0.84 -0.19 1.50
H -6.46 -0.29 0.22
H 3.91 1.86 0.99
H -2.14 0.63 2.15
H -3.20 2.06 0.28
*
```

Properties
structure (SMILES)	CCOC(=O)C1CCN(CC(=O)c2ccc(O)c(C)c2O)CC1
HOMO level	-8.4	eV

Atomic partial charges in e from the natural (NBO) method, atoms 1 to 6: atom 1 (C): -0.6442, atom 2 (C): -0.3797, atom 3 (H): 0.2003, atom 4 (H): 0.2104, atom 5 (H): 0.1873, atom 6 (C): -0.2340

2:
This record from the Open Molecules 2025 dataset describes an isolated molecule of C17H23NO5. The level of theory is ωB97M-V with the def2-TZVPD basis set.

Structure (ORCA input):
```
! RIJCOSX wB97M-V def2-TZVPD def2/J DEFGRID3
* xyz 0 1
H 0.33 -4.01 -1.41
C -1.56 0.60 2.63
H 5.87 -2.53 -4.32
H -0.98 -0.24 2.98
H 2.46 -0.30 1.09
C -1.99 0.62 1.30
H 3.51 -3.25 -4.11
H -1.08 -1.82 -1.58
O -2.57 3.84 5.12
H -2.10 -0.24 -0.53
N -1.73 -0.40 0.40
H -3.14 6.35 4.65
C 1.59 -2.28 -1.30
H -4.64 6.54 3.69
H 5.46 -0.94 -3.66
C -0.90 -2.39 -0.68
C 3.86 -2.39 -3.53
C -2.94 3.81 3.97
O 2.51 -1.08 0.52
H 4.17 -2.76 -2.55
C 0.43 -3.14 -0.76
H 1.18 -2.87 -3.33
H -4.60 5.49 5.14
C 1.46 -1.96 -2.79
C -3.06 2.75 1.70
C -2.74 1.71 0.85
C 2.74 -1.37 -3.39
H -1.71 -3.12 -0.56
H 2.52 -2.82 -1.11
C -0.93 -1.50 0.55
H -3.08 1.73 -0.18
C -4.04 5.85 4.28
H 3.07 -0.54 -2.78
C 1.64 -1.00 -0.48
H 4.81 -1.44 -5.22
C -1.87 1.64 3.47
H -3.64 3.59 1.34
O -0.34 -1.78 1.57
O 0.98 -0.02 -0.70
H 2.50 -0.98 -4.38
H -1.54 1.63 4.50
H 0.69 -3.49 0.24
H 0.65 -1.23 -2.91
C 5.08 -1.79 -4.23
C -2.63 2.73 3.02
O -3.69 4.78 3.42
*
```

Properties
structure (SMILES)	CCCC[C@H](CCC(=O)Nc1ccc(C(=O)OC)cc1)C(=O)O
HOMO level	-8.6	eV

Atomic partial charges in e from the natural (NBO) method, atoms 1 to 6: atom 1 (H): 0.2137, atom 2 (C): -0.2892, atom 3 (H): 0.2086, atom 4 (H): 0.2570, atom 5 (H): 0.5006, atom 6 (C): 0.2707

What should be chosen as the most stable of them? Choose 2.